Entry 1:
Density functional theory data (ωB97M-V with the def2-TZVPD basis set) for C22H41HfN3O11P3S4Sb as an isolated structure in a non-equilibrium geometry.

```
86
C22H41HfN3O11P3S4Sb, DFT ωB97M-V with the def2-TZVPD basis set
Hf -0.368 -0.774 -0.145
C -3.905 -2.328 2.281
C -2.453 -2.120 2.646
O -1.917 -0.931 2.024
P -0.724 -0.216 3.001
S -0.213 1.179 1.547
S 0.752 -2.392 1.316
O -1.689 0.614 4.060
C -2.529 1.716 3.719
C -1.876 3.014 4.142
H -4.318 -3.113 2.920
H -4.028 -2.638 1.247
H -4.475 -1.412 2.437
H -1.832 -2.969 2.348
H -2.371 -1.998 3.730
H -3.478 1.565 4.241
H -2.725 1.716 2.645
H -1.659 3.004 5.212
H -2.530 3.862 3.924
H -0.940 3.152 3.600
O 1.444 2.081 -2.009
P 1.633 0.509 -2.272
O 2.826 0.180 -3.054
O 1.437 -0.110 -0.880
O 0.303 0.171 -3.183
P -1.244 0.501 -2.806
O -1.473 1.927 -3.508
O -2.171 -0.489 -3.373
O -1.200 0.737 -1.293
H 1.640 2.579 -2.809
H -2.217 1.837 -4.112
C 3.982 0.779 4.802
C 2.966 0.897 3.675
C 3.176 2.176 2.872
Sb 2.753 -0.794 2.267
C 2.998 -2.455 3.673
C 4.395 -2.821 4.162
C 2.017 -2.334 4.835
C 4.683 -0.971 1.262
C 4.652 -0.220 -0.067
C 5.859 -0.478 2.101
H 3.839 1.601 5.514
H 5.006 0.849 4.433
H 3.892 -0.149 5.362
H 1.955 0.891 4.094
H 4.189 2.219 2.463
H 3.046 3.061 3.506
H 2.470 2.258 2.044
H 2.647 -3.268 3.036
H 4.839 -2.056 4.803
H 5.087 -3.014 3.341
H 4.338 -3.739 4.759
H 2.278 -1.523 5.519
H 2.013 -3.261 5.421
H 1.002 -2.155 4.482
H 4.769 -2.045 1.072
H 4.361 0.824 0.071
H 3.959 -0.658 -0.781
H 5.648 -0.222 -0.526
H 5.800 0.604 2.236
H 6.798 -0.681 1.572
H 5.928 -0.933 3.086
N -2.764 -4.641 -7.093
C -2.449 -4.231 -5.803
C -1.467 -3.260 -5.593
C -1.129 -2.868 -4.314
C -1.766 -3.459 -3.231
C -2.715 -4.455 -3.420
C -3.064 -4.830 -4.702
S -1.243 -3.105 -1.601
O 0.001 -2.285 -1.715
O -1.104 -4.387 -0.972
N -2.127 -2.127 -0.663
C -3.386 -1.617 -0.931
S -4.632 -2.486 -1.783
C -5.717 -1.191 -1.474
C -5.081 -0.234 -0.760
N -3.770 -0.480 -0.448
H -2.571 -3.976 -7.822
H -3.652 -5.101 -7.200
H -0.972 -2.807 -6.443
H -0.373 -2.115 -4.149
H -3.166 -4.944 -2.568
H -3.806 -5.605 -4.855
H -6.731 -1.202 -1.836
H -5.527 0.695 -0.437
```

Values from the calculation:
Multiplicity   2
Net charge   -1
Frontier orbital gap (alpha / beta)   5.883 / 7.031 eV
Energy above the lowest of the compared OMol25 structures with the same formula, charge and spin   33.02 kcal per mole
Strongest force on any atom   0.04608 hartree/bohr
Lowest unoccupied orbital energy (alpha / beta)   2.22 / 2.03 eV

Entry 2:
Density functional theory data (ωB97M-V with the def2-TZVPD basis set) for a 6-piece molecular cluster, C22H41N2O5 overall in a non-equilibrium geometry.

```
70
C22H41N2O5, DFT ωB97M-V with the def2-TZVPD basis set
C -2.059 3.261 2.527
C -2.957 2.120 1.805
C -3.519 1.089 2.886
C -2.670 -0.284 2.963
C -3.351 -1.421 3.680
C -2.549 -2.716 3.752
C -1.235 -2.565 3.020
N -0.839 -1.385 2.428
N -1.433 -0.206 2.352
H -2.756 4.068 2.937
H -1.318 3.677 1.770
H -1.504 2.742 3.377
H -3.872 2.681 1.394
H -2.452 1.651 0.907
H -4.582 0.788 2.567
H -3.598 1.568 3.925
H -4.371 -1.296 4.142
H -2.880 -3.658 4.272
H -0.550 -3.471 2.963
H 0.088 -1.404 1.953
C 0.250 0.020 -1.560
C 0.961 -1.302 -1.448
O 1.690 -1.552 -0.501
C 0.739 -2.304 -2.547
H 0.504 0.643 -0.699
H 0.566 0.537 -2.469
H -0.830 -0.138 -1.572
H 1.077 -1.892 -3.500
H -0.320 -2.566 -2.603
H 1.312 -3.207 -2.335
C 4.600 -3.140 -3.401
C 3.830 -4.339 -3.887
O 2.614 -4.372 -3.840
C 4.622 -5.496 -4.434
H 3.901 -2.385 -3.034
H 5.262 -3.430 -2.582
H 5.179 -2.712 -4.221
H 5.285 -5.891 -3.661
H 5.203 -5.173 -5.300
H 3.939 -6.288 -4.746
C -5.088 0.374 7.127
C -5.340 1.833 6.851
O -4.426 2.632 6.805
C -6.767 2.262 6.632
H -4.017 0.212 7.264
H -5.607 0.072 8.040
H -5.430 -0.228 6.282
H -7.361 2.046 7.523
H -7.183 1.742 5.766
H -6.797 3.336 6.444
C 0.391 0.921 -6.201
C 0.622 2.159 -5.374
O 0.013 2.349 -4.338
C 1.635 3.151 -5.879
H -0.363 0.298 -5.717
H 0.031 1.199 -7.194
H 1.318 0.350 -6.282
H 1.330 3.528 -6.858
H 2.617 2.678 -5.946
H 1.697 3.990 -5.184
C 3.675 0.660 -0.629
C 5.125 1.066 -0.683
O 6.012 0.237 -0.640
C 5.431 2.537 -0.791
H 3.606 -0.424 -0.552
H 3.197 1.105 0.246
H 3.166 0.980 -1.542
H 5.031 3.064 0.078
H 4.999 2.940 -1.709
H 6.512 2.680 -0.819
```

Values from the calculation:
Net charge   +1
Frontier orbital gap   5.996 eV
Energy above the lowest of the compared OMol25 structures with the same formula, charge and spin   98.42 kcal per mole
Strongest force on any atom   0.09835 hartree/bohr
Lowest unoccupied orbital energy   -5.10 eV

Entry 3:
Density functional theory data (ωB97M-V with the def2-TZVPD basis set) for C22H42AlF6N2O5P as an isolated structure in a non-equilibrium geometry.

```
79
C22H42AlF6N2O5P, DFT ωB97M-V with the def2-TZVPD basis set
Al 9.430 37.863 -8.086
C 10.935 45.585 -13.665
C 9.626 44.747 -13.231
C 8.423 45.162 -14.106
C 8.240 44.436 -15.376
C 8.388 42.899 -15.179
C 9.711 42.441 -14.505
N 9.974 43.248 -13.276
O 11.117 42.742 -12.385
C 10.918 42.658 -15.454
C 9.575 41.001 -14.172
C 9.178 45.060 -11.820
H 11.694 45.442 -12.896
H 10.809 46.667 -13.709
H 11.462 45.395 -14.600
H 8.685 46.135 -14.523
H 7.507 45.296 -13.532
H 8.925 44.790 -16.146
H 7.281 44.638 -15.854
H 8.237 42.437 -16.154
H 7.628 42.360 -14.614
H 11.234 43.647 -15.786
H 10.820 41.996 -16.315
H 11.922 42.287 -15.248
H 10.559 40.763 -13.766
H 9.377 40.631 -15.178
H 8.736 40.752 -13.523
H 8.992 46.132 -11.745
H 9.912 44.825 -11.049
H 8.247 44.574 -11.527
C 7.395 35.476 -0.403
C 7.165 34.015 -0.855
C 5.586 33.714 -0.618
C 5.217 32.318 -1.059
C 5.713 32.006 -2.473
C 7.199 32.280 -2.742
N 7.514 33.616 -2.197
O 8.753 34.206 -2.628
C 7.173 32.271 -4.290
C 8.106 31.139 -2.273
C 7.940 33.225 0.246
H 7.074 36.013 -1.296
H 8.463 35.665 -0.292
H 6.930 35.810 0.525
H 5.006 34.468 -1.149
H 5.308 33.713 0.436
H 4.133 32.228 -1.118
H 5.531 31.532 -0.373
H 5.095 32.496 -3.225
H 5.449 30.956 -2.603
H 8.182 32.047 -4.634
H 6.847 33.198 -4.761
H 6.542 31.505 -4.741
H 7.891 30.283 -2.913
H 8.188 30.738 -1.263
H 9.125 31.350 -2.597
H 7.974 33.688 1.232
H 8.997 33.075 0.027
H 7.510 32.228 0.340
P 11.038 32.231 -12.529
F 9.840 33.118 -11.812
F 10.472 32.781 -13.979
F 12.104 33.469 -12.691
F 12.129 31.288 -13.163
F 11.616 31.742 -11.127
F 10.040 30.970 -12.779
C 3.637 45.864 -1.859
C 4.797 46.280 -2.772
C 6.240 46.386 -2.250
O 6.850 45.304 -2.840
C 6.024 44.735 -3.791
O 6.418 43.868 -4.592
O 4.727 45.331 -3.820
H 2.700 45.863 -2.417
H 3.570 46.620 -1.076
H 3.772 44.918 -1.336
H 4.551 47.252 -3.200
H 6.257 46.355 -1.161
H 6.643 47.318 -2.647
```

Values from the calculation:
Net charge   0
Frontier orbital gap   1.046 eV
Strongest force on any atom   0.13358 hartree/bohr
Lowest unoccupied orbital energy   -4.55 eV

- Look up the strongest force on any atom of the third one.
  0.13358 hartree/bohr

- The lowest strongest force on any atom belongs to which entry?
  C22H41HfN3O11P3S4Sb

- Which formula does entry 3 have?
  C22H42AlF6N2O5P